(1)
Below is a molecular structure, C46H39ClN5O2P2Ti, with properties calculated with ωB97M-V with the def2-TZVPD basis set.

Relative energy (zero: lowest compared OMol25 entry of this formula, charge and spin), eV: 2.354
⟨S²⟩: 2.0119
M, g/mol: 839.1
Net charge: +1
Spin multiplicity: 3

```
96
Properties=species:S:1:pos:R:3:forces:R:3
Ti -1.66552 0.96290 -0.54340 0.373 -0.411 0.734
N -1.95587 -1.39766 -4.26812 0.002 -0.012 -0.006
C -1.68219 -0.43234 -3.38210 -0.015 0.010 0.023
N -2.34004 -0.22451 -2.29045 -0.002 -0.011 -0.063
C -3.44017 -1.05481 -1.97314 0.008 0.005 0.001
N -4.14714 -0.85463 -0.92875 -0.002 -0.006 0.011
N -3.74229 0.20807 -0.12295 -0.020 -0.008 -0.019
C -3.96491 1.38038 -0.65082 -0.008 0.057 -0.028
C -3.51674 2.62223 0.03461 -0.086 -0.008 -0.071
C -4.10910 3.20865 1.14419 -0.010 -0.010 -0.011
C -3.56330 4.38469 1.61954 -0.014 0.000 0.013
C -2.45039 4.93122 0.98632 0.014 0.019 -0.001
C -1.89401 4.25906 -0.07978 -0.010 -0.006 -0.031
N -2.41112 3.11556 -0.54919 -0.007 0.117 -0.030
C -3.74301 -2.17205 -2.87879 0.009 0.018 0.009
C -4.76363 -3.08555 -2.61843 -0.011 -0.007 0.002
C -5.01688 -4.11356 -3.50350 0.005 0.002 -0.001
C -4.25288 -4.24380 -4.66280 -0.003 0.002 0.002
C -3.23542 -3.35123 -4.93505 0.000 -0.007 0.002
C -2.98618 -2.31999 -4.03667 0.008 -0.002 -0.009
H -1.40197 -1.47175 -5.10523 -0.002 0.002 -0.002
H -0.84057 0.21360 -3.60976 -0.001 -0.001 -0.003
H -4.44301 1.48726 -1.62420 0.000 -0.003 0.001
H -4.97042 2.74758 1.60604 0.000 -0.001 0.000
H -3.99753 4.87835 2.47858 -0.001 0.001 0.001
H -2.00740 5.85285 1.33565 0.000 0.001 -0.001
H -0.99416 4.61379 -0.56661 0.001 -0.001 0.000
H -5.34313 -2.96484 -1.71371 -0.001 0.001 0.000
H -5.80998 -4.81916 -3.29910 0.000 0.000 0.000
H -4.45532 -5.04885 -5.35603 -0.001 -0.001 0.000
H -2.63833 -3.44722 -5.83381 -0.001 0.000 0.000
O 0.28649 1.33611 -1.33803 0.047 0.104 0.023
P 1.63568 1.17214 -0.66787 -0.083 -0.037 -0.089
C 1.56694 0.11453 0.79609 0.002 -0.003 -0.020
P 0.38580 -1.25769 0.63526 -0.004 -0.108 -0.112
O -0.88602 -0.95699 -0.11989 0.023 -0.072 -0.145
C 1.25571 -2.50695 -0.34013 -0.002 -0.014 0.025
C 2.55717 -2.90220 -0.03880 0.006 0.006 0.004
C 3.19798 -3.84684 -0.82334 0.001 0.001 -0.003
C 2.53392 -4.41916 -1.90127 0.001 0.003 0.005
C 1.22894 -4.04874 -2.19054 -0.001 -0.005 -0.002
C 0.59139 -3.09063 -1.41522 -0.008 0.011 -0.002
C 0.15227 -1.94094 2.26205 0.001 0.012 0.014
C -0.80408 -2.95198 2.37977 -0.002 -0.024 0.016
C -0.98053 -3.59152 3.59172 0.008 -0.006 -0.021
C -0.20287 -3.22866 4.68611 0.016 0.007 -0.006
C 0.74304 -2.22351 4.57148 0.009 -0.034 -0.004
C 0.92399 -1.57347 3.35850 0.000 -0.026 -0.013
C 2.80401 0.39880 -1.78899 0.002 -0.004 0.011
C 2.32396 -0.45179 -2.78069 0.000 -0.004 0.008
C 3.21082 -1.14035 -3.59231 -0.008 -0.007 -0.004
C 4.57806 -0.97905 -3.41714 0.003 0.002 0.001
C 5.06137 -0.12778 -2.43294 -0.002 -0.002 -0.002
C 4.17700 0.56178 -1.61809 0.002 -0.002 -0.013
C 2.31926 2.74188 -0.14997 0.012 -0.007 -0.004
C 1.96040 3.87227 -0.88153 0.004 0.006 0.001
C 2.47653 5.11094 -0.53396 -0.002 0.002 0.000
C 3.35319 5.22047 0.53722 0.004 -0.001 -0.004
C 3.71630 4.09492 1.26434 -0.002 -0.002 0.004
C 3.19877 2.85512 0.92451 -0.002 0.000 0.004
H 1.27180 0.72388 1.65445 -0.003 -0.001 -0.009
H 2.56441 -0.29929 0.97015 0.004 0.010 0.002
H 3.07565 -2.48513 0.81776 0.001 -0.003 0.000
H 4.21096 -4.14580 -0.58876 0.000 0.000 0.000
H 3.03286 -5.16433 -2.50713 0.000 0.000 0.000
H 0.70427 -4.51125 -3.01713 0.000 0.001 0.000
H -0.42667 -2.78977 -1.63120 0.002 0.002 -0.002
H -1.41531 -3.22097 1.52618 -0.001 0.001 -0.001
H -1.72824 -4.36697 3.68953 0.000 -0.002 -0.001
H -0.34524 -3.72766 5.63565 0.000 0.000 0.002
H 1.33126 -1.92615 5.42930 0.001 -0.002 -0.002
H 1.64381 -0.76645 3.29521 0.009 -0.010 0.000
H 1.25629 -0.58326 -2.89883 0.000 0.000 0.001
H 2.83728 -1.80866 -4.35700 0.000 -0.001 -0.001
H 5.27051 -1.51588 -4.05210 0.000 0.000 0.000
H 6.12727 0.00413 -2.30439 0.000 0.000 0.001
H 4.55897 1.23559 -0.86054 0.003 -0.001 -0.001
H 1.27604 3.77613 -1.71604 0.000 0.000 0.003
H 2.19825 5.99051 -1.09924 0.000 0.000 0.000
H 3.75437 6.18811 0.80798 0.000 0.001 0.001
H 4.39390 4.18426 2.10281 0.001 0.001 0.000
H 3.46213 1.98726 1.51720 0.002 0.000 -0.002
Cl -2.19189 -0.20102 4.25120 -0.010 0.057 0.019
C -0.80609 0.85835 4.23657 -0.026 0.011 -0.048
C -0.06857 0.98207 5.39757 0.012 0.029 0.038
C 1.05331 1.80080 5.43700 -0.031 -0.018 -0.007
C 1.38948 2.51557 4.29447 0.014 0.010 -0.007
C 0.63331 2.39576 3.14123 -0.044 0.013 0.003
C -0.48829 1.54089 3.04409 0.076 -0.186 0.158
C -1.21246 1.37114 1.81984 -0.069 0.136 -0.813
H -0.37839 0.42701 6.27371 -0.001 0.001 0.001
H 1.62897 1.89660 6.34707 0.000 0.001 0.002
H 2.23516 3.19394 4.30795 -0.002 -0.002 -0.002
H 0.87749 3.00940 2.28015 0.013 -0.005 -0.011
H -1.05694 2.25031 1.18301 -0.161 0.324 0.306
H -2.25257 1.07594 1.92341 -0.042 0.103 0.176
```
Forces are in eV/Å.



(2)
Below is a molecular structure, C46H41N2O4S3SbTi at a distorted geometry, with properties calculated with ωB97M-V with the def2-TZVPD basis set.

Relative energy (zero: lowest compared OMol25 entry of this formula, charge and spin), eV: 2.774
M, g/mol: 951.7
Net charge: -2

```
98
Properties=species:S:1:pos:R:3:forces:R:3
Ti 0.46721 -0.19727 -1.03256 2.494 -0.004 -2.538
O -1.16002 -1.02462 -0.77943 -1.688 -1.201 0.163
N -1.21900 -2.36934 -0.79601 -0.103 -0.896 -0.001
C -1.47123 -2.97909 0.38381 0.008 0.023 -0.022
C -1.56811 -4.33425 0.47011 -0.284 0.054 0.232
C -1.40460 -5.09730 -0.69619 0.103 0.244 -0.501
C -1.16363 -4.46538 -1.88996 -0.109 -0.694 0.622
C -1.05335 -3.06348 -1.98696 -0.069 1.244 -0.732
S -0.73493 -2.21741 -3.40404 -0.444 -0.427 0.150
H -1.56703 -2.30799 1.22476 -0.004 0.027 -0.022
H -1.75809 -4.79298 1.42933 -0.012 0.054 -0.023
H -1.44410 -6.17775 -0.65347 -0.041 -0.016 0.003
H -1.03936 -5.02857 -2.80181 0.060 0.056 -0.045
O 2.14344 1.01770 -0.91781 0.242 -0.320 0.008
S 1.42186 2.24263 -0.37645 1.638 2.521 1.433
C 2.09388 3.69292 -1.28295 -0.359 -0.137 0.059
C 2.63590 4.64338 -0.22953 0.151 -0.136 0.074
C 3.48866 3.76786 0.68821 -0.074 0.104 -0.022
C 2.58760 2.60827 1.07454 -0.220 -0.194 -0.199
H 1.28947 4.10220 -1.88986 -0.007 -0.071 -0.036
H 2.87878 3.28904 -1.92392 -0.025 -0.016 -0.038
H 1.79912 5.06719 0.33485 0.038 0.098 -0.008
H 3.20201 5.46617 -0.67274 -0.055 -0.002 -0.042
H 3.86776 4.31183 1.55809 -0.005 -0.016 -0.013
H 4.34795 3.39662 0.12343 0.023 0.003 0.036
H 1.93192 2.86151 1.91213 0.034 0.040 0.001
H 3.11121 1.67932 1.29443 -0.065 -0.017 0.020
O 0.35481 0.18149 0.85827 0.170 -0.440 0.887
C 0.69601 -0.21657 2.01686 0.109 0.053 0.620
C -0.19425 0.14372 3.20306 0.011 0.061 -0.199
C 0.61142 -0.38314 4.37349 0.073 -0.085 -0.105
C 1.82178 -1.06279 3.68522 -0.292 0.099 0.688
O 2.68696 -1.62964 4.31410 0.058 -0.005 -0.107
N 1.77052 -0.89313 2.32218 0.066 0.028 -0.665
H -1.16526 -0.34119 3.07938 -0.017 0.044 -0.021
H -0.37620 1.21960 3.20793 -0.025 -0.007 -0.001
H 0.07907 -1.10872 4.98775 0.052 -0.025 0.005
H 0.98523 0.40138 5.03198 0.006 -0.006 0.010
C 1.74844 -1.56094 -1.70298 -0.760 0.534 0.723
C 2.53998 -2.40918 -1.25344 0.394 -0.099 0.145
C 3.47355 -3.31985 -0.78002 -0.344 0.186 -0.094
C 4.77142 -3.36729 -1.42851 0.009 0.049 -0.014
C 5.23832 -2.26196 -2.17520 0.035 -0.083 0.071
C 6.45606 -2.29135 -2.82666 -0.015 -0.055 -0.011
C 7.26750 -3.42139 -2.77172 0.119 0.003 -0.039
C 6.82187 -4.52549 -2.05576 0.016 0.004 -0.014
C 5.60145 -4.50673 -1.40144 0.030 0.067 -0.032
C 3.09733 -4.13927 0.36421 0.067 0.017 -0.098
C 4.04289 -4.64499 1.27452 -0.055 -0.047 0.029
C 3.65934 -5.41207 2.36115 0.050 0.003 -0.033
C 2.32136 -5.70372 2.58815 -0.032 -0.087 0.114
C 1.36812 -5.18119 1.72255 -0.007 -0.003 0.064
C 1.74365 -4.40849 0.64007 0.044 -0.032 0.016
H 4.62091 -1.37379 -2.21172 -0.028 0.011 -0.029
H 6.78389 -1.42046 -3.38459 -0.016 0.011 0.015
H 8.22865 -3.44049 -3.27327 -0.021 0.003 -0.009
H 7.43524 -5.42052 -2.01863 -0.028 -0.014 0.019
H 5.26617 -5.39366 -0.87953 0.002 0.014 0.001
H 5.08635 -4.38989 1.14253 -0.004 -0.033 0.012
H 4.41280 -5.76991 3.05521 0.009 0.014 -0.013
H 2.02483 -6.30584 3.43898 -0.005 0.011 0.011
H 0.31529 -5.37721 1.90179 0.132 0.007 -0.012
H 0.99035 -3.99945 -0.02123 0.110 -0.025 -0.017
S -0.24814 1.67459 -2.24205 -0.458 -0.889 -0.614
Sb -2.07757 2.01859 -0.12189 -1.317 0.660 -0.151
C -3.63545 1.42715 -1.53968 0.167 -0.090 0.060
C -3.42923 0.40269 -2.45949 -0.032 0.047 0.016
C -4.45301 -0.01727 -3.30093 -0.013 -0.024 -0.014
C -5.69259 0.60230 -3.25453 -0.001 -0.014 -0.046
C -5.89695 1.65572 -2.37309 -0.073 0.037 -0.005
C -4.87844 2.05887 -1.52018 0.060 -0.027 0.016
C -3.84190 2.27775 1.34899 0.336 -0.025 0.111
C -4.34086 3.39835 2.01224 0.030 0.047 -0.140
C -5.22454 3.28534 3.08168 -0.086 0.035 0.083
C -5.64207 2.03679 3.51843 0.019 -0.034 -0.004
C -5.18054 0.90189 2.86053 -0.035 -0.004 0.017
C -4.29141 1.03347 1.80461 0.061 -0.003 -0.114
C -2.20068 4.08940 -0.81047 0.182 -0.230 0.135
C -2.04233 5.16139 0.06359 0.033 -0.095 0.023
C -2.11538 6.47495 -0.38840 -0.004 0.069 0.036
C -2.33965 6.73201 -1.73199 0.002 0.023 -0.010
C -2.46654 5.67105 -2.62144 -0.044 0.025 0.001
C -2.39213 4.36338 -2.16454 0.038 0.046 0.019
H -2.46172 -0.06727 -2.53667 0.087 -0.100 0.001
H -4.26842 -0.83461 -3.98921 0.010 0.017 0.002
H -6.49460 0.27149 -3.90578 0.004 0.018 -0.005
H -6.85769 2.15947 -2.34641 0.014 0.009 0.024
H -5.05004 2.87254 -0.82492 -0.056 -0.008 -0.012
H -4.05084 4.39075 1.67744 0.007 -0.003 0.068
H -5.59172 4.17609 3.58292 0.024 0.010 -0.028
H -6.31216 1.94383 4.36558 -0.033 0.018 -0.029
H -5.51396 -0.08123 3.17679 0.026 0.002 0.003
H -3.93133 0.13802 1.29667 -0.044 -0.036 0.092
H -1.85286 4.96688 1.11501 -0.023 0.056 0.010
H -2.00159 7.29835 0.30870 0.013 -0.017 0.006
H -2.40935 7.75409 -2.08705 0.016 -0.006 -0.002
H -2.63005 5.86774 -3.67518 0.027 -0.020 -0.002
H -2.45338 3.53837 -2.86387 -0.079 0.011 -0.021
```
Forces are in eV/Å.